The ion C8H18N3O with charge +1, computed with ωB97M-V with the def2-TZVPD basis set.

```
30
Properties=species:S:1:pos:R:3:forces:R:3
C -1.363537 -1.308252 0.176484 -0.530 5.129 -1.172
C 2.695892 -0.052566 -0.326607 0.432 -1.908 1.700
C 1.980018 0.501183 0.902279 1.432 -0.133 3.192
C 0.740881 -0.697886 -1.352066 -4.061 -0.703 0.015
C -0.257347 -0.111502 0.025685 0.958 -2.884 -1.075
C -1.033062 -2.474894 0.902010 0.301 -0.806 3.087
C -1.556327 1.448680 -1.517974 -3.353 -3.574 0.626
C -1.492038 1.793995 0.933290 -0.744 2.574 2.065
N 1.958380 -1.109147 -0.929825 -0.130 -1.671 -0.181
N 0.664156 -0.139638 1.082870 1.162 0.766 -0.849
N -0.816099 1.321199 -0.244356 1.746 -1.358 -1.035
O -2.457534 -1.133885 -0.318578 0.526 0.051 -0.024
H 2.849206 0.729159 -1.033391 0.603 0.367 -0.732
H 3.558901 -0.636995 -0.033876 1.038 1.133 0.153
H 2.583550 0.259607 1.965744 -1.442 0.549 -2.962
H 2.006931 1.613819 0.867157 -0.512 -0.410 0.048
H 0.208874 -1.636028 -1.756340 0.261 1.849 0.261
H 0.756620 0.122677 -2.074693 0.160 -0.156 -0.097
H -2.053397 -2.876294 1.097329 1.257 -0.822 -0.110
H -0.428763 -2.305003 1.854614 -1.162 0.141 -1.012
H -0.301464 -3.005061 0.346179 0.177 -1.381 -0.810
H -1.448934 2.393765 -1.949230 0.173 1.449 -0.498
H -1.269752 0.609824 -2.206644 -0.087 1.085 0.629
H -2.653561 1.187344 -1.225284 1.812 0.802 -0.908
H -2.319938 1.128098 1.040263 -0.540 -0.552 0.514
H -0.845707 1.831457 1.912279 -1.106 -0.104 -2.269
H -1.988830 2.811684 0.750256 1.101 -1.267 0.235
H 1.850632 -2.036279 -0.453812 0.933 1.537 -0.254
H 0.402173 -0.058116 2.031223 -0.940 -0.107 0.792
H 0.030074 1.829052 -0.464983 0.535 0.404 0.674
```
Positions in Å, forces in eV/Å.

The molar mass is 172.25 g mol⁻¹. As for the net charge: +1. The calculation puts the relative energy (zero: lowest compared OMol25 entry of this formula, charge and spin) at 85.47 kJ/mol. For the max |F|, the calculation gives 5.29 eV/A. The highest occupied orbital energy is -12.5 eV. The calculation puts the orbital gap at 9.741 eV. The total energy comes out at -15096.5085 eV. As for the structure (SMILES): CC(=O)[C@]1([NH+](C)C)CNCCN1.